DFT (wB97M-V/def2-TZVPD) results for a structure of composition C29H29F9N4O10S3V.

Positions of all 85 atoms, in Å:
V  0.856  -0.574  -1.122
C  1.710  1.653  5.917
C  1.977  1.667  4.436
C  2.240  0.495  3.737
C  2.473  0.514  2.368
C  2.427  1.719  1.687
C  2.171  2.905  2.366
C  1.957  2.870  3.731
S  2.662  1.819  -0.065
O  1.579  2.611  -0.577
O  4.014  2.224  -0.311
N  2.464  0.262  -0.569
C  3.682  -0.490  -0.889
C  3.336  -1.536  -1.930
O  4.158  -2.208  -2.485
O  2.019  -1.637  -2.130
H  1.856  0.658  6.335
H  0.688  1.971  6.131
H  2.374  2.344  6.438
H  2.257  -0.452  4.265
H  2.649  -0.411  1.835
H  2.129  3.838  1.819
H  1.763  3.792  4.266
H  4.067  -1.017  -0.008
H  4.471  0.160  -1.261
S  -3.240  3.838  1.822
C  -2.156  2.654  1.093
C  -1.378  1.756  1.815
C  -0.614  0.840  1.126
N  -0.566  0.778  -0.211
C  -1.319  1.643  -0.902
C  -2.124  2.580  -0.295
C  -2.627  3.904  3.490
C  -3.230  3.171  4.500
C  -2.709  3.271  5.783
N  -1.668  4.039  6.097
C  -1.113  4.749  5.119
C  -1.548  4.717  3.802
H  -1.359  1.753  2.895
H  -0.021  0.116  1.664
H  -1.264  1.578  -1.977
H  -2.707  3.259  -0.904
H  -4.079  2.535  4.293
H  -3.149  2.703  6.595
H  -0.277  5.380  5.399
H  -1.059  5.308  3.039
C  0.648  -4.085  -0.092
C  0.091  -2.909  0.702
O  0.637  -1.722  0.245
C  0.567  -3.026  2.170
F  0.100  -2.022  2.929
F  0.205  -4.182  2.732
F  1.907  -2.960  2.218
C  -1.484  -2.880  0.653
F  -1.958  -3.733  -0.270
F  -2.036  -3.236  1.822
F  -1.949  -1.668  0.355
H  1.731  -4.091  0.014
H  0.404  -3.940  -1.140
H  0.240  -5.031  0.259
O  -1.948  -0.720  -3.436
C  -1.135  -1.700  -3.183
O  -0.578  -1.847  -2.098
C  -0.857  -2.637  -4.342
N  -1.678  -2.208  -5.483
C  -2.656  -3.276  -5.800
C  -2.699  -4.135  -4.538
C  -1.256  -4.082  -4.037
H  0.211  -2.513  -4.531
H  -1.103  -1.955  -6.274
H  -2.166  -0.866  -4.407
H  -2.326  -3.865  -6.659
H  -3.626  -2.843  -6.041
H  -3.045  -5.147  -4.741
H  -3.372  -3.693  -3.800
H  -0.624  -4.757  -4.614
H  -1.145  -4.329  -2.983
F  0.552  3.223  -3.626
C  0.528  2.263  -4.546
F  -0.756  1.990  -4.831
F  1.123  2.700  -5.648
S  1.360  0.747  -3.932
O  1.098  -0.243  -4.938
O  2.706  1.113  -3.629
O  0.515  0.519  -2.706

## Properties
- energy above the lowest of the compared OMol25 structures with the same formula, charge and spin (kJ/mol) = 0.00
- HOMO-LUMO gap (alpha / beta) (eV) = 8.011 / 8.663
- 2S+1 = 2
- HOMO (alpha / beta) (eV) = -9.4 / -9.4
- E_tot (eV) = -139635.0216
- LUMO (alpha / beta) (eV) = -1.4 / -0.8